[1]
The following is a quantum chemistry calculation of a gas-phase ion, C7H14N3O (charge +1), from OMol25.

Cartesian coordinates (Å):
O -0.0265 0.3755 0.6503
N -0.8407 -1.6966 0.1326
N 2.2945 -0.1923 0.0947
N -2.2042 0.2076 0.0234
C -3.3612 -0.5730 -0.3438
C -2.3628 1.6319 0.2260
C -1.0470 -0.3316 0.2630
C 3.1425 0.9163 0.5004
C 2.1950 -0.3827 -1.3409
C 1.1986 -0.4753 0.8526
C 0.3532 -1.9866 0.3922
H -1.5687 2.1708 -0.2914
H -3.0656 -1.5800 -0.6276
H 3.1374 1.0081 1.5827
H -2.3026 1.8694 1.2893
H -3.8762 -0.0912 -1.1737
H 2.8198 1.8648 0.0609
H 3.1687 -0.1926 -1.7855
H 4.1597 0.7056 0.1785
H 1.4628 0.2838 -1.8109
H -4.0485 -0.6340 0.5022
H -3.3282 1.9490 -0.1560
H 1.3791 -0.4750 1.9280
H 0.8062 -2.9549 0.3919
H 1.9146 -1.4172 -1.5390

**<S²>**: 2.018
**HOMO-LUMO gap (spin up / spin down)**: 7.3 / 5.7 eV
**E_HOMO (spin up / spin down)**: -9.757 / -13.620 eV
**2S+1**: 3
**ΔE to the lowest compared entry with this formula, charge and spin**: 17.0 kcal/mol
**Net charge**: +1
**Lowest unoccupied orbital energy (spin up / spin down)**: -2.478 / -7.872 eV
**DFT total energy**: -13992.716 eV



[2]
The following is a quantum chemistry calculation of 2 unconnected molecules or ions with the total composition C7H14N3O2, from OMol25.

Cartesian coordinates (Å):
O 0.0696 -2.4815 0.4008
O -0.7643 0.5285 -3.8594
N -0.4397 0.7203 -2.4633
N -0.7235 -1.6009 2.3018
N -0.1293 -1.5325 -1.9911
C -0.3675 -1.5392 0.9833
C -1.6564 0.7433 0.6379
C 2.3373 0.7669 0.4051
C 1.8007 0.8098 1.8092
C 0.8319 1.0018 0.6504
C -0.2475 0.0648 0.4874
C -0.2961 -0.2885 -1.6195
H 2.8145 1.5727 -0.0672
H -0.0349 -2.2787 -1.2800
H -1.7784 1.5612 -0.0116
H 2.6828 -0.1839 0.1747
H 0.5010 1.9973 0.5558
H -0.9893 1.4605 -2.0638
H -1.8492 0.9944 1.7542
H -2.3544 0.0031 0.3394
H -0.3905 -1.7685 -3.0019
H 1.8290 1.5459 2.5191
H -1.1773 -0.7913 2.7351
H 1.7603 -0.1221 2.2930
H -0.9509 -2.4580 2.7728
H -0.4780 1.2747 -4.4623

**HOMO-LUMO gap**: 10.2 eV
**E_HOMO**: -13.555 eV
**2S+1**: 1
**ΔE to the lowest compared entry with this formula, charge and spin**: 95.3 kcal/mol
**Net charge**: +1
**Lowest unoccupied orbital energy**: -3.346 eV
**DFT total energy**: -16040.809 eV



[3]
The following is a quantum chemistry calculation of 2 unconnected molecules or ions with the total composition C7H14NO, from OMol25.

Cartesian coordinates (Å):
O 1.3193 0.2310 1.2484
N -0.1676 -0.5864 -0.7664
C 1.9349 2.2411 2.4285
C -0.9672 -1.7073 -1.3797
C -0.2335 0.1106 -2.1515
C -0.7822 -1.2136 -2.8111
C -0.6873 0.3241 0.3435
C -1.6012 -0.3728 1.2008
C 2.0782 0.8719 1.9121
H 2.7521 2.8364 2.0257
H -2.0923 -1.6787 -1.0852
H 0.9742 2.7824 2.0136
H 1.8415 2.1209 3.6131
H 0.8288 -0.6580 -0.5328
H 0.7737 0.4628 -2.3644
H -1.6743 -1.3341 -3.3879
H 3.0004 0.4391 2.1660
H -1.5812 -0.0565 2.3110
H -0.5392 -2.7472 -1.2272
H 0.0625 -1.6502 -3.2811
H -2.5926 0.1730 0.7693
H -1.7766 -1.4907 1.1249
H -0.8703 0.9024 -2.1698

**HOMO-LUMO gap**: 9.0 eV
**E_HOMO**: -12.614 eV
**2S+1**: 1
**ΔE to the lowest compared entry with this formula, charge and spin**: 149.5 kcal/mol
**Net charge**: +1
**Lowest unoccupied orbital energy**: -3.585 eV
**DFT total energy**: -11011.337 eV